[1]
C40H38BrCsF6N5O4S2Sb | wB97M-V/def2-TZVPD

For the frontier orbital gap, the calculation gives 5.97 eV. The total charge is -2.

Structure (XYZ):
```
98
Properties=species:S:1:pos:R:3:mulliken_charge:R:1
C -0.95519 2.05380 4.86490 0.025
H -1.72117 3.72430 3.00990 0.349
C -2.18880 -3.46700 -3.37821 0.438
H -1.41352 5.05645 -5.86486 0.404
C 1.97157 4.84282 4.33847 -0.362
C 0.35104 -6.97926 -0.53235 -0.448
H -0.49924 4.16376 -0.90674 0.166
H -1.76240 -6.67368 -0.27414 0.319
C -3.20979 -2.93209 -2.33528 1.074
C 2.97619 -2.96274 2.29223 0.014
H 1.67798 -1.16036 5.38561 0.513
H -3.36133 -4.87556 -1.41911 0.170
C -4.01694 3.96141 -3.96876 -0.848
H -3.90126 5.05241 -5.82074 0.344
C 4.00838 -3.69011 -2.25834 -0.781
C -0.59329 -5.09932 0.61465 0.688
H 3.00307 -1.38125 -4.50687 0.431
C 1.72481 -0.12512 -2.45581 0.011
C -3.34582 4.56563 -5.02652 -0.245
C 1.42786 -1.57580 3.29379 0.285
F -1.44381 -4.44744 -2.82983 -0.179
N 2.67919 -1.98500 -1.21824 0.221
H -0.56697 1.70428 -2.43795 -0.115
N 0.87308 2.75186 -0.65987 -0.167
C -1.74400 -4.26352 1.08698 -0.435
O -2.20612 2.18863 4.32903 -0.340
C 1.61658 -6.45663 -0.29141 -0.790
C 2.54941 -1.38209 -2.40871 0.403
C -1.89458 3.30592 -2.99553 -0.119
H 0.70279 -0.37233 -2.75608 -0.198
S 0.37740 2.76199 4.08300 -0.153
H 4.32820 -3.48500 -4.37896 0.380
H -3.75441 2.83575 -2.12828 0.412
H 1.47488 6.27243 5.85337 0.371
O 0.11957 4.01682 -4.10871 -0.748
C -1.14400 2.51565 -1.91212 0.592
H -3.41452 3.14005 2.99608 0.282
H -0.41606 -1.15353 2.34284 -0.376
H -2.62628 -4.86820 1.31397 0.401
C 1.91434 6.97534 2.57351 -0.709
H 3.75875 -2.52667 5.55716 0.381
C 2.09359 2.65061 1.42131 0.628
C 3.86725 -3.06633 -3.49096 -0.461
C 2.22117 4.60752 2.98438 0.377
F -3.55496 -1.03054 -3.79317 -0.238
F -1.33407 -2.51749 -3.78383 -0.219
C 2.08371 -1.68085 4.52459 -0.810
Sb 3.60565 -4.24848 0.68808 0.761
F -4.93705 -1.30655 -2.16484 -0.281
H -0.40626 -0.75888 4.08809 0.335
C -2.36657 2.85431 3.07209 -0.826
H 2.50938 -6.96374 -0.64048 0.354
C 1.11101 3.23141 0.49184 -0.600
C 1.70649 -5.24910 0.39913 0.085
H 1.69102 0.34982 -1.47826 -0.337
H 1.96719 4.00152 5.02342 0.596
H -1.44035 -3.70311 1.97196 0.290
H -4.69384 -3.77465 -1.04672 0.395
H 0.41529 0.27717 2.95060 -0.703
C 1.68599 6.11880 4.80208 -0.791
C -1.95683 4.56697 -5.06365 -0.680
H -2.11287 2.17557 2.26133 0.394
C 3.23192 -2.43842 4.61378 -0.505
H -5.10030 3.96241 -3.93377 0.374
H 1.42499 8.18863 4.27980 0.372
H 0.53336 4.07250 0.87786 0.430
S -0.90886 1.00868 6.20135 -0.469
H 0.23664 -7.91219 -1.07417 0.389
C 2.20025 5.69616 2.11077 -0.370
C 2.52850 3.22464 2.53867 -0.752
C 0.17665 -0.76619 3.16680 0.502
O -2.55663 -2.27205 -1.36595 -0.985
H -4.64175 -4.60605 -2.62505 0.404
F -2.75486 -3.99537 -4.49171 -0.327
C -0.76413 -6.29655 -0.08195 -0.552
H 1.89766 7.80461 1.87646 0.367
C -4.04226 -4.13721 -1.84310 -1.653
N 0.62722 -4.60492 0.85087 0.054
F -5.06439 -2.58025 -3.90968 -0.314
C -4.19166 -1.96732 -3.06911 0.524
H 4.58391 -4.60277 -2.15787 0.351
Cs -1.57244 -0.23515 -0.56283 1.351
Br 2.64590 0.87609 1.05642 -0.190
H -2.01150 -3.54451 0.29351 -0.501
C -1.23838 3.94986 -4.04783 0.791
H 4.57773 -3.73046 3.51787 0.363
C 3.13436 -1.89983 -3.56517 -0.774
C 3.39110 -3.12045 -1.14403 0.077
C 1.65360 7.19215 3.92023 -0.330
H 3.10632 2.61748 3.22710 0.251
H 0.44215 3.86403 -3.19515 0.505
H 2.12389 0.58263 -3.18188 0.387
N 1.88491 -2.18918 2.19336 0.296
C -3.28045 3.33859 -2.96429 -0.671
C 3.69049 -3.10795 3.48150 -0.694
O -1.87309 2.09702 -0.89655 -0.939
N -0.02675 3.43267 -1.43757 -0.222
H 2.42540 5.53810 1.06224 0.528
```



[2]
C38H70ILaN4OP2S | wB97M-V/def2-TZVPD

For the frontier orbital gap, the calculation gives 7.03 eV. The total charge is +2.

Structure (XYZ):
```
118
Properties=species:S:1:pos:R:3:mulliken_charge:R:1
H -0.60309 -0.11042 -3.35095 -0.841
H 0.84342 0.55896 6.11793 0.449
C 1.23454 -3.29857 3.48591 -1.545
H -2.40121 6.21846 0.20094 0.439
C -2.79884 2.26585 -0.41579 0.261
H 1.64830 -0.71932 -4.07280 0.385
H 3.80916 1.30102 -1.88008 0.119
H 5.44576 1.84476 -0.32818 0.377
H -0.97538 -5.92251 -2.18488 0.528
H -3.65794 -5.37301 -0.07456 0.373
C 5.04493 -0.23042 0.21488 -0.862
C -0.55761 2.31743 -1.33703 -0.322
H 1.70987 4.24870 1.19816 0.131
N 0.80016 0.72869 5.10960 0.120
H 1.52954 1.43713 4.90313 -0.073
La -0.17057 -0.12724 0.71833 1.318
H -4.69958 -2.50562 2.08728 0.513
C -4.47428 -1.83315 -3.41934 -0.315
H 2.85850 -1.06326 1.50005 -0.585
H 2.24636 3.10294 -1.63067 0.044
H 2.45150 4.30296 -3.60834 0.543
N -1.63708 0.16777 -1.01272 0.392
C 2.31150 -1.02994 4.12023 -0.940
H -6.38500 -1.93604 -4.35556 0.382
H 4.99744 -0.87336 1.09262 0.361
C -1.66898 4.35969 -0.61025 0.456
H 0.94740 3.01552 3.13993 -0.207
H -1.10000 -1.11474 4.81977 0.494
H 1.14922 -4.00234 2.66128 0.483
S 2.93582 2.28077 0.89937 0.899
C -3.33598 0.19075 -2.76079 -0.558
C 1.85349 3.61759 3.18208 0.447
H 2.39609 3.26816 5.21882 0.552
C 1.77813 3.48080 -3.66755 -1.924
H 1.90067 0.80473 -4.94437 0.305
H -3.61795 1.66957 -0.11339 0.778
H 5.80213 -0.72064 -0.45090 0.384
C -1.65525 -5.11267 -2.00064 -1.488
C -5.44755 -2.52243 -4.32134 -1.711
O 1.98313 1.18109 1.38018 -0.448
H -3.66991 4.14464 0.19297 0.454
H -4.52470 -1.71978 0.50659 0.335
C 1.13938 0.09254 -4.60034 -1.615
C -3.70880 -2.49243 -2.48555 -0.989
H 3.03779 -0.31861 3.69245 -0.083
C -4.18767 -4.52554 0.32670 -1.644
C -1.69190 1.59159 -0.98792 0.107
I -1.89069 1.39373 2.94491 -0.388
C -3.20559 -3.42120 0.79028 0.805
H -1.96642 -4.64595 -2.93916 0.366
H -0.12899 1.16528 4.90762 0.298
H -0.75046 -2.96365 1.88846 -0.229
H -0.74754 6.32928 -0.36711 0.382
C 3.50955 1.87634 -2.74720 -1.334
H 3.21010 2.18610 4.05961 0.393
H -0.76448 -3.55438 4.22746 0.540
H 3.36587 4.38501 1.84566 0.791
N 2.16668 -1.75912 1.74590 -0.031
C 2.83663 3.19389 4.23434 -1.801
P -1.86172 -2.69635 -0.32347 0.534
H -5.04577 -2.55742 -5.33614 0.329
H -2.64961 -3.86817 1.62493 0.497
C 2.47845 3.74488 1.81721 -1.147
C -2.81772 3.62250 -0.22926 -1.058
C -2.59420 -0.48935 -1.79094 0.219
H 0.63988 -0.31501 -5.48223 0.466
C 2.30635 -2.22730 3.14058 -0.188
H 3.64748 3.88992 4.26922 0.419
H -1.76919 -2.00222 2.73652 -0.015
H -0.26296 -2.79746 -2.77465 0.207
C -0.08451 -1.55217 4.77029 -1.587
C -1.72388 5.88060 -0.57220 -1.712
H 1.58943 -3.87100 4.35222 0.491
C -2.77657 -1.87282 -1.62985 0.331
H -3.91530 -3.53104 -2.37493 0.464
H 4.08437 -0.28953 -0.28539 -0.002
C 5.43821 1.20919 0.55180 -0.671
H 5.00539 2.79389 1.91543 0.656
H -2.53361 -5.53272 -1.51801 0.135
H 6.45141 1.13213 0.88433 0.443
C -0.80357 1.70986 -4.41890 -1.672
H 0.78559 3.92238 -3.58240 0.349
H 0.26787 4.31452 -1.46030 0.582
C -0.92961 -4.05451 -1.13705 0.460
H -1.52230 1.10219 -5.00917 0.438
H -4.91194 -4.12524 -0.38951 0.326
H -3.16911 1.26560 -2.89607 0.478
H -2.12617 6.25617 -1.47944 0.337
C 4.56252 1.88066 1.58425 -0.531
H 2.66984 -1.34979 5.11512 0.518
H -1.36800 2.36076 -3.75029 0.168
H -4.91643 0.16652 -4.12039 0.436
H 0.14793 -1.91875 5.75549 0.523
H 1.81621 3.01647 -4.65015 0.340
C -0.55105 3.71395 -1.09205 -0.756
C -4.27882 -0.45638 -3.50009 -0.945
C 0.18597 -3.39426 -1.96084 -1.432
H 1.50059 4.60842 3.47087 0.487
H 0.59027 -0.13844 3.28148 -1.361
C 0.89894 -0.49338 4.26040 2.180
P 0.81655 1.30027 -2.07546 1.183
N -0.79099 -2.23112 2.57316 -0.227
H 0.80654 -2.73219 -1.37480 0.081
H -0.46386 -4.58609 -0.33728 0.524
H 3.48525 1.17742 -3.60475 0.280
C -0.15489 -2.75475 3.78200 0.139
C -3.98865 -2.19922 1.32159 -1.667
H 3.28078 -2.68600 3.27655 0.514
C 2.10858 2.49623 -2.54392 0.818
H 4.29846 2.62299 -2.85964 0.449
H -5.66173 -3.54667 -3.98127 0.378
H 0.79480 -4.15480 -2.43819 0.604
H 4.39581 1.20045 2.42573 -0.156
H -4.76628 -4.82911 1.19700 0.477
H 2.38264 -2.57017 1.13403 0.392
H -0.23275 2.33428 -5.13010 0.407
C 0.09934 0.70800 -3.67666 1.818
H -3.38387 -1.43220 1.79956 0.182
```



HOMO (eV)
-2.30 -11.44
Energy above the lowest of the compared OMol25 structures with the same formula, charge and spin (kJ/mol)
146.3 0.0